[1]
Molecular formula: ClO2PS
Method: DFT, wB97M-V/def2-TZVPD

For the gap between HOMO and LUMO (spin up / spin down), the calculation gives 7.256 / 7.251 eV. The value obtained for the total energy is -1350.1717 Eh. Its SMILES is O=PCl.O=S. The calculation puts the relative energy (zero: lowest compared OMol25 entry of this formula, charge and spin) at 1.3296 eV. For the HOMO energy (spin up / spin down), the calculation gives -8.6 / -8.6 eV. The calculation puts the largest force on an atom at 2.304 eV/A.

Last column: Löwdin charge in e.
CARTESIAN COORDINATES (ANGSTROEM)
O -0.2545 -0.6067 0.0906  -0.68
P -1.6068 -0.8116 -0.3881  0.38
Cl -2.7091 0.7031 0.1259  0.24
O 2.6302 0.1583 0.7141  -0.67
S 1.9402 0.5570 -0.5426  0.73

Force components x, y, z for each atom (eV/Å):
O 0.6925 -0.1249 0.5463
P 0.0451 -1.9669 -0.9975
Cl -1.3251 1.7886 0.5962
O -0.2711 0.1628 -0.5047
S 0.8587 0.1405 0.3597

---

[2]
Molecular formula: ClO4
Method: DFT, wB97M-V/def2-TZVPD

For the gap between HOMO and LUMO, the calculation gives 9.759 eV. The value obtained for the total energy is -760.9447 Eh. As for the total charge: -1. The calculation puts the relative energy (zero: lowest compared OMol25 entry of this formula, charge and spin) at 0.5441 eV. For the HOMO energy, the calculation gives -5.1 eV. The calculation puts the largest force on an atom at 7.778 eV/A.

Last column: Löwdin charge in e.
CARTESIAN COORDINATES (ANGSTROEM)
Cl -0.0465 -0.0084 0.0403  0.61
O -0.6612 -1.0873 0.5928  -0.35
O -0.7728 1.3273 0.0862  -0.43
O 1.2465 0.2562 0.6073  -0.41
O 0.2340 -0.4878 -1.3266  -0.43

Force components x, y, z for each atom (eV/Å):
Cl 3.6454 4.8670 -4.8498
O -3.6363 -3.3338 4.0558
O 0.3057 -3.1035 -0.1537
O 0.3682 0.0125 1.2475
O -0.6831 1.5578 -0.2998

---

[3]
Molecular formula: ClO4Rb
Method: DFT, wB97M-V/def2-TZVPD

For the gap between HOMO and LUMO, the calculation gives 6.083 eV. The value obtained for the total energy is -784.9190 Eh. The calculation puts the relative energy (zero: lowest compared OMol25 entry of this formula, charge and spin) at 2.0617 eV. For the HOMO energy, the calculation gives -7.8 eV. The calculation puts the largest force on an atom at 7.085 eV/A.

Last column: Löwdin charge in e.
CARTESIAN COORDINATES (ANGSTROEM)
Rb -27.3978 17.6287 -35.0484  0.95
Cl -25.4667 15.1993 -31.4927  0.58
O -24.5015 14.5099 -30.6137  -0.35
O -26.5326 15.7550 -30.8396  -0.34
O -24.7881 16.2875 -32.2164  -0.46
O -25.9908 14.5922 -32.6144  -0.39

Force components x, y, z for each atom (eV/Å):
Rb 0.3827 -0.3778 0.5590
Cl 5.6473 3.2208 -1.5890
O -2.0671 0.2459 -1.5124
O -3.6808 1.4737 4.3161
O 1.7887 1.4353 1.3775
O -2.0707 -5.9979 -3.1513